#w
The following is a DFT calculation (ωB97M-V with the def2-TZVPD basis set) of C5H8N as an isolated structure.

Geometry as XYZ:
```
14
C5H8N (ωB97M-V with the def2-TZVPD basis set)
C 0.6534 -1.6627 -0.2325
C -0.7256 -0.2508 0.1623
C 1.5905 0.6869 0.2730
C 1.3261 -0.4065 -0.7195
C -2.1513 -0.0113 0.2677
N 0.2580 0.6601 -0.4518
H 1.1147 -2.0663 0.6008
H 1.4146 0.3740 1.3685
H 2.1423 1.6118 0.2564
H 1.7184 -0.3449 -1.7255
H -2.5590 -0.9977 0.1242
H -2.6652 0.7644 -0.3649
H -2.1807 0.1083 1.3950
H 0.0637 1.5348 -0.9536
```

Values from the calculation:
LUMO (spin up / spin down) (eV): -4.061 / -6.090
Charge: +1
Multiplicity: 3
Frontier orbital gap (spin up / spin down) (hartree): 0.3063 / 0.3433

Table of Löwdin atomic charges, one value per atom, all in e:
1. C 0.269
2. C -0.054
3. C 0.024
4. C -0.193
5. C -0.058
6. N -0.014
7. H 0.049
8. H 0.165
9. H 0.132
10. H 0.151
11. H 0.087
12. H 0.120
13. H 0.122
14. H 0.201

#x
The following is a DFT calculation (ωB97M-V with the def2-TZVPD basis set) of an isolated ion of composition C5H8N and charge +1.

Geometry as XYZ:
```
14
C5H8N (ωB97M-V with the def2-TZVPD basis set)
C -1.3626 1.1606 -0.8072
C 0.0091 1.6191 -1.0147
C 0.6728 0.0584 0.7371
C -0.3741 0.7712 0.1091
C 0.4789 -1.3782 1.1932
N 0.6256 0.3326 -0.9616
H -2.1644 1.9187 -0.6767
H -1.7801 0.4591 -1.5231
H 0.4419 2.6230 -1.2209
H 1.5665 0.6061 1.0988
H -0.1028 -1.8944 0.4082
H -0.0767 -1.3018 1.9967
H 1.3767 -1.7594 1.4916
H 0.3745 -0.4681 -1.4336
```

Values from the calculation:
LUMO (spin up / spin down) (eV): -2.836 / -9.077
Charge: +1
Multiplicity: 3
Frontier orbital gap (spin up / spin down) (hartree): 0.2761 / 0.2614

Table of Löwdin atomic charges, one value per atom, all in e:
1. C 0.033
2. C -0.017
3. C -0.076
4. C -0.182
5. C 0.026
6. N 0.155
7. H 0.157
8. H 0.166
9. H 0.195
10. H 0.171
11. H 0.121
12. H 0.042
13. H 0.070
14. H 0.140

#y
The following is a DFT calculation (ωB97M-V with the def2-TZVPD basis set) of an isolated ion of composition C5H8N and charge +1.

Geometry as XYZ:
```
14
C5H8N (ωB97M-V with the def2-TZVPD basis set)
C -1.3179 -0.4174 -0.0425
C -0.1936 -0.0874 -0.6786
C -0.3530 0.0625 2.2731
C -1.3694 -0.4203 1.3185
C 1.6090 0.4192 -2.3734
N 0.6701 0.0663 -1.4618
H -2.2482 -0.7953 -0.5237
H -0.9080 0.6294 3.0357
H 0.1616 -0.6361 3.0086
H -2.2806 -0.8045 1.7472
H 2.3636 0.9047 -1.9382
H 2.0076 -0.4724 -2.9623
H 1.2606 1.1118 -3.1310
H 0.5982 0.4395 1.7283
```

Values from the calculation:
LUMO (spin up / spin down) (eV): -4.116 / -8.329
Charge: +1
Multiplicity: 3
Frontier orbital gap (spin up / spin down) (hartree): 0.2657 / 0.3000

Table of Löwdin atomic charges, one value per atom, all in e:
1. C 0.011
2. C 0.049
3. C -0.065
4. C -0.119
5. C -0.023
6. N 0.167
7. H 0.178
8. H 0.102
9. H 0.120
10. H 0.118
11. H 0.068
12. H 0.156
13. H 0.127
14. H 0.111

#z
The following is a DFT calculation (ωB97M-V with the def2-TZVPD basis set) of an isolated ion of composition C5H8N and charge +1.

Geometry as XYZ:
```
14
C5H8N (ωB97M-V with the def2-TZVPD basis set)
C -0.1963 0.7771 -1.8420
C 0.2287 -1.9489 -0.1951
C 0.0693 -0.6771 0.2121
C -0.2595 1.6854 -0.7251
C 0.0231 -0.1996 1.6186
N 0.0216 0.3216 -0.6789
H -0.1362 0.8124 -2.9305
H 0.2955 -2.2727 -1.1978
H 0.5468 -2.7481 0.5388
H 0.4777 2.4494 -0.5016
H -1.2172 2.0206 -0.3257
H -0.9268 -0.3377 2.0380
H 0.2742 0.8495 1.6186
H 0.7991 -0.7319 2.3706
```

Values from the calculation:
LUMO (spin up / spin down) (eV): -3.286 / -7.958
Charge: +1
Multiplicity: 3
Frontier orbital gap (spin up / spin down) (hartree): 0.3307 / 0.3245

Table of Löwdin atomic charges, one value per atom, all in e:
1. C 0.070
2. C 0.215
3. C -0.249
4. C -0.031
5. C 0.025
6. N -0.030
7. H 0.152
8. H 0.087
9. H 0.133
10. H 0.143
11. H 0.146
12. H 0.087
13. H 0.082
14. H 0.171

Quick one: least stable of them? #x

#w
The following is a DFT calculation (ωB97M-V with the def2-TZVPD basis set) of a 13-piece molecular cluster, H24NO15 overall.

Geometry as XYZ:
```
40
H24NO15 (ωB97M-V with the def2-TZVPD basis set)
N 0.5880 -15.3380 8.5400
O 1.1080 -14.8670 9.5550
O 0.8340 -14.7440 7.4510
O 0.3240 -16.5620 8.5460
O -0.6480 -15.6340 5.3060
H -0.2710 -15.4040 4.5120
H 0.0670 -15.4380 5.9130
O -2.3000 -15.7860 9.2750
H -1.5090 -16.1900 8.9700
H -2.1360 -15.6590 10.2160
O 3.7570 -15.2050 8.6210
H 3.1530 -14.6780 9.1190
H 3.5810 -16.0130 9.1320
O -0.1540 -19.2600 6.8670
H -0.5230 -19.5850 6.0610
H -0.7770 -18.5390 7.0040
O 0.9520 -17.4020 11.3330
H 0.8870 -16.7780 10.5820
H 0.8820 -18.2540 10.8530
O -1.0800 -13.1250 10.6230
H -0.3270 -13.4550 10.0920
H -1.9040 -13.3670 10.1790
O 1.9130 -17.0830 6.1860
H 2.2720 -16.2090 6.4210
H 1.2120 -17.2150 6.8130
O 0.8090 -19.6120 9.6460
H 1.5650 -20.2520 9.6590
H 0.8700 -19.0900 8.8660
O 2.6420 -15.0930 12.1860
H 3.2240 -14.6540 11.6140
H 2.9800 -16.0020 12.2630
O 0.5390 -12.8020 5.6900
H 1.0480 -13.1220 6.4300
H 0.5730 -11.8260 5.7390
O 3.2380 -12.8160 10.0870
H 2.5320 -12.6220 9.4850
H 3.1080 -12.3400 10.9410
O 0.7780 -11.8490 8.7400
H 0.8250 -10.8850 8.6840
H 0.0890 -12.0190 8.1180
```

Values from the calculation:
LUMO (eV): 2.531
Charge: -1
Frontier orbital gap (hartree): 0.3464

Table of Löwdin atomic charges, one value per atom, all in e:
1. N -0.481
2. O -0.017
3. O -0.049
4. O -0.044
5. O -0.040
6. H -0.021
7. H -0.031
8. O -0.044
9. H -0.035
10. H 0.038
11. O -0.048
12. H -0.048
13. H 0.047
14. O -0.030
15. H 0.032
16. H 0.045
17. O -0.100
18. H -0.010
19. H -0.016
20. O -0.082
21. H -0.006
22. H 0.021
23. O -0.070
24. H 0.027
25. H -0.041
26. O -0.050
27. H 0.084
28. H -0.007
29. O -0.044
30. H -0.036
31. H 0.039
32. O -0.065
33. H -0.014
34. H 0.041
35. O -0.059
36. H -0.013
37. H 0.076
38. O -0.035
39. H 0.064
40. H 0.023

#x
The following is a DFT calculation (ωB97M-V with the def2-TZVPD basis set) of a 13-piece molecular cluster, H24NO15 overall.

Geometry as XYZ:
```
40
H24NO15 (ωB97M-V with the def2-TZVPD basis set)
N 0.0196 -0.0532 -0.2166
O 1.1217 0.2372 0.3618
O -0.6055 0.9178 -0.7493
O -0.6538 -1.0143 0.1731
O -3.2291 0.9892 -1.8870
H -3.0281 1.0774 -2.8611
H -2.4975 0.3645 -1.7807
O -3.0544 0.1619 1.5354
H -2.2509 0.0917 1.0617
H -2.6583 0.3596 2.3673
O -0.2495 2.6272 -2.7713
H -0.9935 2.7826 -3.3322
H -0.3890 1.8069 -2.1788
O -1.8495 -3.9401 0.0190
H -1.8752 -4.6557 0.6695
H -0.9308 -3.5514 -0.3469
O -1.8735 4.1570 -1.0287
H -2.8061 4.0452 -0.9799
H -1.5389 3.3461 -1.6005
O -0.7384 3.1015 1.6370
H -1.1994 3.0910 0.7873
H -0.1832 3.7647 1.6829
O 1.9178 -2.1082 1.3730
H 2.8056 -1.9583 1.5903
H 1.7734 -1.3888 0.8193
O 2.4312 -1.5765 -1.4447
H 2.9180 -2.2951 -1.6638
H 1.7190 -1.3244 -2.2626
O 0.4824 -3.6779 -0.5677
H 0.6834 -2.8473 -0.2406
H 1.4285 -4.0886 -0.6025
O 1.9810 0.3991 2.6106
H 1.6076 0.4056 1.6989
H 2.4716 1.2331 2.8534
O 3.5293 1.0249 -0.8003
H 3.3330 0.0774 -0.9276
H 2.8330 1.4104 -0.3637
O -0.1509 -1.0289 2.8197
H -0.5989 -1.6260 2.2668
H 0.2983 -0.3374 2.2795
```

Values from the calculation:
LUMO (eV): 2.188
Charge: -1
Frontier orbital gap (hartree): 0.3322

Table of Löwdin atomic charges, one value per atom, all in e:
1. N -0.412
2. O -0.095
3. O -0.038
4. O 0.027
5. O -0.077
6. H 0.053
7. H 0.011
8. O -0.029
9. H -0.037
10. H 0.016
11. O -0.091
12. H 0.011
13. H 0.028
14. O -0.164
15. H 0.010
16. H 0.003
17. O -0.096
18. H 0.010
19. H 0.046
20. O 0.006
21. H 0.014
22. H -0.064
23. O -0.010
24. H 0.029
25. H -0.064
26. O -0.067
27. H -0.020
28. H 0.200
29. O -0.060
30. H -0.049
31. H 0.139
32. O -0.099
33. H -0.052
34. H 0.077
35. O -0.048
36. H -0.003
37. H -0.040
38. O -0.057
39. H -0.008
40. H 0.000

#y
The following is a DFT calculation (ωB97M-V with the def2-TZVPD basis set) of a 13-piece molecular cluster, H24NO15 overall.

Geometry as XYZ:
```
40
H24NO15 (ωB97M-V with the def2-TZVPD basis set)
N 0.0337 -0.3427 0.2763
O -1.0869 -0.8791 0.1506
O 0.9030 -0.8127 1.0293
O 0.3626 0.6369 -0.4392
O -2.8570 1.3000 -0.4760
H -2.7095 0.4055 -0.1308
H -3.4799 1.1862 -1.2012
O 1.4263 -2.9293 2.9916
H 1.2317 -2.3783 2.2157
H 2.2802 -2.6067 3.2973
O -2.1539 -2.0626 -2.1973
H -3.0263 -1.6886 -2.3650
H -1.8443 -1.6248 -1.3749
O 2.9927 -0.1097 -1.7913
H 2.1594 0.1949 -1.3998
H 3.4753 0.7003 -1.9794
O -1.1099 3.5215 -0.1858
H -1.3424 3.9518 -1.0165
H -1.7208 2.7615 -0.1315
O 3.9273 0.3989 2.3101
H 3.0992 0.8729 2.0845
H 4.5919 1.0910 2.3438
O 1.6258 3.3230 -0.7571
H 1.9193 4.2178 -0.5559
H 0.6509 3.3594 -0.6699
O -3.5791 -3.6499 -0.2545
H -2.9628 -3.0791 -0.7586
H -4.2109 -3.9580 -0.9103
O -1.9720 -1.1702 2.9403
H -1.4489 -0.4509 3.3084
H -1.7678 -1.1563 1.9893
O -1.2563 1.7495 -3.1033
H -0.7792 2.5636 -3.2915
H -0.9301 1.4678 -2.2286
O 1.7950 -3.9953 -0.9947
H 1.1962 -4.6199 -0.5726
H 1.6574 -3.1608 -0.5267
O 1.8264 2.1929 1.7834
H 1.4495 3.0614 1.6398
H 1.6343 1.7181 0.9515
```

Values from the calculation:
LUMO (eV): 2.376
Charge: -1
Frontier orbital gap (hartree): 0.3508

Table of Löwdin atomic charges, one value per atom, all in e:
1. N -0.507
2. O -0.064
3. O 0.020
4. O -0.035
5. O -0.051
6. H 0.033
7. H 0.056
8. O -0.077
9. H -0.012
10. H 0.026
11. O -0.063
12. H 0.043
13. H 0.006
14. O -0.065
15. H -0.007
16. H 0.023
17. O -0.064
18. H 0.048
19. H 0.016
20. O -0.082
21. H -0.010
22. H 0.017
23. O -0.076
24. H 0.039
25. H -0.012
26. O -0.076
27. H -0.009
28. H 0.021
29. O -0.072
30. H 0.029
31. H -0.010
32. O -0.069
33. H 0.025
34. H 0.004
35. O -0.061
36. H 0.031
37. H 0.021
38. O -0.075
39. H 0.030
40. H 0.011

Quick one: least stable of them? #x

#w
The following is a DFT calculation (ωB97M-V with the def2-TZVPD basis set) of a 2-piece molecular cluster, C2H5NSi overall.

Geometry as XYZ:
```
9
C2H5NSi (ωB97M-V with the def2-TZVPD basis set)
C -0.9910 2.3276 -1.3924
C -0.5352 1.2846 -0.9494
N -0.2888 0.0582 -0.7457
Si 0.7804 -0.7567 0.3205
H -1.5037 3.2072 -1.7061
H -2.1057 -0.2773 0.2727
H 1.9345 -0.7740 -0.5031
H 0.3204 -2.1704 0.7079
H 0.7194 -0.4071 1.7096
```

Values from the calculation:
LUMO (spin up / spin down) (eV): -1.833 / -0.467
Charge: 0
Frontier orbital gap (spin up / spin down) (hartree): 0.2622 / 0.3275

Table of Löwdin atomic charges, one value per atom, all in e:
1. C 0.135
2. C -0.409
3. N -0.161
4. Si 0.511
5. H 0.029
6. H 0.161
7. H -0.082
8. H -0.079
9. H -0.106

#x
The following is a DFT calculation (ωB97M-V with the def2-TZVPD basis set) of one molecule with the formula C2H5NSi.

Geometry as XYZ:
```
9
C2H5NSi (ωB97M-V with the def2-TZVPD basis set)
C 2.5813 -0.2388 0.1989
C 1.2614 0.2375 0.2076
N 0.0393 0.7124 -0.1206
Si -1.4740 -0.1952 -0.0681
H 3.2363 -0.6973 0.8794
H -0.0479 1.3788 -0.8715
H -1.9376 -0.1478 -1.5421
H -2.4731 0.6014 0.7281
H -1.1857 -1.6510 0.5882
```

Values from the calculation:
LUMO (eV): 0.555
Charge: 0
Frontier orbital gap (hartree): 0.3301
Structure (SMILES): C#CN[SiH3]

Table of Löwdin atomic charges, one value per atom, all in e:
1. C 0.070
2. C -0.262
3. N -0.236
4. Si 0.591
5. H -0.043
6. H 0.072
7. H -0.068
8. H -0.091
9. H -0.033

#y
The following is a DFT calculation (ωB97M-V with the def2-TZVPD basis set) of a 2-piece molecular cluster, C2H5NSi overall.

Geometry as XYZ:
```
9
C2H5NSi (ωB97M-V with the def2-TZVPD basis set)
C 1.9785 1.5444 -2.2700
C -0.0400 -1.1114 0.4038
N 1.6037 1.0222 -1.3232
Si -1.2657 0.0043 0.9766
H -0.4328 -1.6438 -0.6145
H 1.3840 0.3075 -0.6086
H 0.7817 -1.5663 0.9238
H -2.2769 0.7862 0.1504
H -1.7326 0.6571 2.3617
```

Values from the calculation:
LUMO (eV): -0.490
Charge: 0
Frontier orbital gap (hartree): 0.3284

Table of Löwdin atomic charges, one value per atom, all in e:
1. C -0.122
2. C -0.389
3. N 0.025
4. Si 0.672
5. H 0.042
6. H 0.004
7. H -0.051
8. H -0.096
9. H -0.084

Quick one: least stable of them? #w